# 1
A cluster of 2 separate species, C4H12ClN in total. Source: OMol25; level of theory: the ωB97M-V functional and the def2-TZVPD basis.

```
18
Properties=species:S:1:pos:R:3:forces:R:3:nbo_charge:R:1
C 3.02791 0.75512 -1.85803 0.034 0.260 -0.170 -0.626
C 2.75244 -0.59833 -1.24004 0.253 -0.183 0.757 -0.364
Cl 1.80882 -1.63624 -2.35140 -0.040 -0.044 -0.027 -0.086
H 3.60954 1.37217 -1.15264 -0.201 -0.202 -0.248 0.217
H 2.08437 1.27818 -2.08770 0.398 -0.200 0.084 0.218
H 3.60649 0.64730 -2.79089 -0.242 0.066 0.376 0.217
H 3.68449 -1.14807 -1.00657 -0.517 0.319 -0.194 0.210
H 2.16553 -0.51850 -0.30483 0.289 -0.015 -0.561 0.214
C -2.18574 0.96882 0.68628 0.052 0.231 -0.034 -0.615
C -2.70074 -0.10310 1.63410 -0.086 0.065 0.261 -0.214
N -1.66352 -1.12167 1.84067 -0.217 -0.552 -0.119 -0.838
H -1.26641 1.42214 1.09363 -0.328 -0.175 -0.201 0.211
H -2.93891 1.76298 0.54966 0.293 -0.296 -0.017 0.210
H -1.95482 0.52972 -0.29885 -0.061 0.206 0.289 0.200
H -2.91849 0.34988 2.62043 0.023 -0.205 -0.443 0.183
H -3.64760 -0.51751 1.23765 0.234 0.121 0.161 0.159
H -2.00220 -1.85150 2.47732 0.194 0.387 -0.331 0.355
H -1.46114 -1.59145 0.95128 -0.078 0.217 0.416 0.349
```
Positions in Å, forces in eV/Å.

Values from the calculation:
Calculated total energy (eV): -18355.150
Multiplicity: 1
SMILES string: CCCl.CCN
E_LUMO (eV): 0.948
ΔE to the lowest compared entry with this formula, charge and spin (eV): 0.138
HOMO-LUMO gap (eV): 10.29


# 2
A cluster of 2 separate species, C6H12O in total at a distorted geometry. Source: OMol25; level of theory: the ωB97M-V functional and the def2-TZVPD basis.

```
19
Properties=species:S:1:pos:R:3:forces:R:3:nbo_charge:R:1
C -1.10406 1.27740 -3.01215 0.053 0.673 0.613 -0.301
C -0.77593 1.72076 -1.93609 0.982 -1.832 4.164 0.250
O -0.40321 1.58890 -0.47635 -1.356 2.704 -6.120 -0.496
C 0.88526 2.16583 -0.23264 0.957 0.044 0.859 -0.260
H -1.46562 1.01636 -3.97992 0.095 0.149 0.022 0.244
H 1.62150 1.35826 -0.16165 -0.149 -0.008 0.046 0.189
H 0.82011 2.66901 0.73377 0.007 -0.110 -0.022 0.195
H 1.29822 2.88685 -0.94002 -0.734 -0.111 -0.323 0.202
C -1.33353 -1.64945 0.90569 -0.154 -0.254 0.298 -0.606
C -0.10633 -0.78352 1.02407 -0.370 3.063 -2.561 -0.439
C 1.20784 -1.50172 0.85749 0.206 -0.263 0.279 -0.609
H -1.36954 -2.37817 1.72460 -0.130 -0.022 -0.102 0.193
H -2.23812 -1.03656 0.94723 0.018 -0.140 0.017 0.207
H -1.34393 -2.20508 -0.03636 0.019 0.044 0.040 0.198
H -0.12201 -0.18115 1.93434 0.003 -0.297 0.341 0.187
H -0.22805 0.13902 0.16850 0.514 -3.623 2.580 0.250
H 1.31922 -2.28330 1.61939 0.050 -0.001 -0.081 0.195
H 1.28612 -1.98667 -0.11989 0.003 0.073 0.041 0.200
H 2.05205 -0.81678 0.97998 -0.014 -0.089 -0.090 0.199
```
Positions in Å, forces in eV/Å.

Values from the calculation:
Calculated total energy (eV): -8459.296
Multiplicity: 1
SMILES string: C#COC.CCC
E_LUMO (eV): 0.675
ΔE to the lowest compared entry with this formula, charge and spin (eV): 5.058
HOMO-LUMO gap (eV): 9.99


# 3
A cluster of 2 separate species, C4H12 in total at a distorted geometry. Source: OMol25; level of theory: the ωB97M-V functional and the def2-TZVPD basis.

```
16
Properties=species:S:1:pos:R:3:forces:R:3:nbo_charge:R:1
C -0.41522 1.52874 -1.44612 1.498 3.817 2.015 -0.611
C -0.28641 0.88646 -2.74863 -1.491 -5.252 2.095 -0.611
H 0.29522 2.44506 -1.41744 -0.120 -1.678 0.328 0.191
H -1.27944 2.18980 -1.30784 -0.721 -1.004 -0.031 0.208
H -0.23407 0.88364 -0.54363 -0.294 0.748 -1.086 0.211
H 0.55145 0.21990 -2.76085 1.302 0.108 -0.020 0.205
H -1.03805 0.00432 -2.70994 0.285 1.694 -1.027 0.194
H -0.25104 1.45450 -3.58930 -0.489 1.674 -2.347 0.211
C 0.76210 -1.05749 1.51174 -0.988 -0.472 -4.041 -0.605
C -0.05442 -1.42982 2.68991 -1.604 -1.805 -0.114 -0.616
H 1.25096 -0.18349 1.74567 1.808 1.837 0.651 0.204
H 1.44888 -1.77007 1.02260 -0.118 0.063 0.835 0.210
H 0.18739 -0.64530 0.57613 0.297 -1.218 1.739 0.187
H 0.47237 -1.17153 3.57802 0.206 0.064 0.881 0.206
H -0.44209 -2.48792 2.78403 0.851 0.906 -0.333 0.205
H -0.96761 -0.86680 2.61563 -0.421 0.517 0.454 0.210
```
Positions in Å, forces in eV/Å.

Values from the calculation:
Calculated total energy (eV): -4341.174
Multiplicity: 1
SMILES string: CC.CC
E_LUMO (eV): 1.096
ΔE to the lowest compared entry with this formula, charge and spin (eV): 1.354
HOMO-LUMO gap (eV): 11.74


Number 1: highest occupied orbital energy -9.34 eV. Number 2: highest occupied orbital energy -9.32 eV. Number 3: highest occupied orbital energy -10.65 eV.